A structure of composition C39H42N8O3Sr at a distorted geometry, computed with wB97M-V/def2-TZVPD.

Properties
E: -2205.9323 hartree
HOMO-LUMO gap: 5.68 eV
Molar mass: 758.4 g mol⁻¹
Relative energy (zero: lowest compared OMol25 entry of this formula, charge and spin): 29.8 kcal per mole

ORCA input file:
```
! RIJCOSX wB97M-V def2-TZVPD def2/J DEFGRID3
* xyz 0 1
Sr -0.31419 -1.43057 -0.13666
N 1.51581 -1.54605 -2.20814
C 0.74308 -0.98178 -3.33943
C -0.65939 -1.60698 -3.41423
O -0.98264 -2.19409 -4.44549
N -1.40841 -1.42061 -2.30873
C -2.64822 -2.08277 -2.27270
C -1.53286 -3.93221 -0.31610
O -1.91821 -4.38131 0.72549
O -0.44327 -3.78123 -0.87143
H 2.48782 -1.26688 -2.28103
H 1.51039 -2.55941 -2.31313
H 1.21327 -1.17570 -4.30336
H 0.65216 0.09682 -3.19402
H -2.90034 -2.50846 -3.24435
H -3.44760 -1.43437 -1.92081
C 2.76264 -3.99323 0.75972
C 2.05410 -2.93173 1.56169
C 2.54979 -1.61386 1.53661
C 3.82075 -1.36646 0.76423
C 1.93142 -0.62920 2.31492
C 2.52654 0.74189 2.51169
C 0.75013 -0.93325 3.01523
C 0.14779 0.13897 3.88678
C 0.22373 -2.23342 3.00020
C -1.06221 -2.57176 3.71142
C 0.95169 -3.25910 2.36048
C 0.66106 -4.70435 2.68298
H 3.82213 -4.06317 1.01690
H 2.71031 -3.77075 -0.30935
H 2.31333 -4.97146 0.88879
H 4.67364 -1.84496 1.25449
H 4.07634 -0.31580 0.65586
H 3.76718 -1.79359 -0.23762
H 1.87592 1.53732 2.14166
H 3.49861 0.85589 2.03828
H 2.66925 0.93794 3.57613
H 0.04663 1.08772 3.36451
H 0.79440 0.31949 4.75131
H -0.83659 -0.11863 4.26095
H -0.89280 -2.85397 4.75497
H -1.56639 -3.39968 3.21591
H -1.75807 -1.73552 3.70332
H 0.05754 -5.20387 1.93266
H 0.13358 -4.78076 3.63136
H 1.59650 -5.25220 2.79834
C -3.41029 1.89583 3.39325
C -4.30994 0.83674 3.35440
C -4.15128 -0.22025 2.47388
C -3.06234 -0.25484 1.58987
C -2.15515 0.81131 1.64946
C -2.32777 1.87070 2.52558
N -2.82454 -1.28285 0.67725
N -3.87973 -2.06483 0.54599
C -3.91809 -3.02518 -0.30711
C -5.12043 -3.81558 -0.35406
C -5.27893 -4.87851 -1.15334
C -4.17750 -5.23029 -2.02064
C -3.05736 -4.51985 -2.05753
N -2.81790 -3.33370 -1.23540
H -3.55824 2.71875 4.07975
H -5.16051 0.83558 4.02624
H -4.86940 -1.02706 2.46090
H -1.29755 0.85172 0.98784
H -1.60937 2.68304 2.52116
H -5.89048 -3.47321 0.32412
H -6.19112 -5.45579 -1.16767
H -4.23801 -6.09004 -2.67499
H -2.21051 -4.71755 -2.69970
N 3.13959 5.47900 -1.96796
C 3.13047 6.72399 -2.56364
C 4.11893 7.68636 -2.74662
C 3.73928 8.83874 -3.40436
C 2.42499 9.02874 -3.86449
C 1.45280 8.06902 -3.67807
C 1.81712 6.89703 -3.01420
N 1.05304 5.78725 -2.69639
C 1.86796 4.97805 -2.08179
C 1.47183 3.66276 -1.56175
C 2.36895 2.78447 -0.96487
C 1.90450 1.56534 -0.49993
N 0.63345 1.18435 -0.58561
C -0.22389 2.02981 -1.17083
C 0.14275 3.26458 -1.66994
H 3.92003 5.03719 -1.51806
H 5.13309 7.54746 -2.39573
H 4.47197 9.61742 -3.57135
H 2.17706 9.94973 -4.37516
H 0.43903 8.20644 -4.02909
H 3.42080 3.01287 -0.85262
H 2.58600 0.85776 -0.04923
H -1.25281 1.69367 -1.24278
H -0.58684 3.91093 -2.13510
*
```

A structure of composition C18H22AsBaCl2Se4, computed with wB97M-V/def2-TZVPD.

Properties
E: -13486.5936 hartree
HOMO-LUMO gap: 6.17 eV
Molar mass: 837.4 g mol⁻¹
Relative energy (zero: lowest compared OMol25 entry of this formula, charge and spin): 0.0 kcal per mole

ORCA input file:
```
! RIJCOSX wB97M-V def2-TZVPD def2/J DEFGRID3
* xyz -1 1
Ba 1.57823 0.93476 1.75132
Se 1.73886 1.52227 4.91807
Se 3.75577 2.11384 3.90053
Se 4.54583 0.20300 2.77076
Se 4.53184 0.74502 0.48050
Cl 0.53650 1.87568 -4.74813
C 1.87070 1.75077 -3.58250
Cl 1.51106 0.64699 -2.25862
H 2.04887 2.74058 -3.17729
H 2.74146 1.38873 -4.11576
C -3.22436 -4.36061 -2.00788
C -2.11550 -4.51350 -1.18595
C -1.46491 -3.40864 -0.65839
C -1.90872 -2.11109 -0.93655
C -3.01765 -1.97805 -1.77735
C -3.67151 -3.08098 -2.30399
C -1.26297 -0.88057 -0.41694
C -0.34759 -0.71775 0.54460
C 0.20434 -1.77373 1.38126
C -0.49023 -2.27842 2.50079
C 0.11241 -3.14980 3.38619
C 1.43850 -3.54455 3.21474
C 2.15117 -3.03914 2.14192
C 1.55149 -2.16105 1.24451
H -3.72831 -5.22757 -2.41718
H -1.74668 -5.50570 -0.95405
H -0.59795 -3.55610 -0.03138
H -3.36784 -0.97961 -2.01654
H -4.53093 -2.94074 -2.94919
H -1.62632 0.00959 -0.93860
H -1.51933 -1.97302 2.65099
H -0.45315 -3.52217 4.23253
H 1.90971 -4.20958 3.92644
H 3.19130 -3.30650 2.00065
H 2.13453 -1.78419 0.40630
C -1.05842 5.25680 0.74688
As -0.36027 3.50850 0.20655
C 1.48414 4.07588 -0.18141
C -1.02472 3.49184 -1.62873
H -0.80008 6.01271 0.00340
H -0.63696 5.54168 1.70971
H -2.14201 5.20378 0.84602
H 1.49317 4.95345 -0.83041
H 2.03352 3.26800 -0.67093
H 2.00756 4.31453 0.74585
H -0.68821 4.38328 -2.16043
H -2.11423 3.46412 -1.62100
H -0.67214 2.59727 -2.14128
*
```

A structure of composition C14H32BeN4O6 at a distorted geometry, computed with wB97M-V/def2-TZVPD.

Properties
E: -1237.4225 hartree
HOMO-LUMO gap (spin up / spin down): 8.62 / 5.07 eV
Molar mass: 361.4 g mol⁻¹

ORCA input file:
```
! RIJCOSX wB97M-V def2-TZVPD def2/J DEFGRID3
* xyz 1 2
Be -0.47277 -0.22688 -1.42196
O -2.77664 -0.45702 -2.16206
C -2.86415 0.35191 -3.34183
C -1.68561 1.31804 -4.04140
O -0.35346 1.11684 -3.62584
H -3.78128 0.93421 -3.43073
H -3.27688 -0.27208 -4.13454
H -1.86301 2.36116 -3.77964
H -1.81573 1.21370 -5.11856
C 2.96779 -0.27168 -0.44734
O 1.75217 -0.52039 -0.46471
N 3.61945 0.62056 -1.34014
C 5.08863 0.75048 -1.25939
C 2.94349 1.49776 -2.29581
H 3.67555 -0.77818 0.22700
H 5.52515 -0.14168 -0.81040
H 5.32680 1.57808 -0.59121
H 5.66529 0.92527 -2.16769
H 3.39195 2.48856 -2.22299
H 2.96679 1.04497 -3.28704
H 1.94654 1.62478 -1.87382
C 0.44085 -3.52963 -1.09376
O -0.24732 -2.79916 -1.86164
N -0.06253 -4.42438 -0.19866
C 0.82258 -5.29749 0.54228
C -1.50826 -4.44092 0.12562
H 1.53248 -3.44050 -0.98146
H 0.39378 -5.30331 1.54437
H 1.87373 -5.01708 0.60988
H 0.81612 -6.26517 0.04063
H -1.75993 -4.02297 1.10034
H -2.18516 -3.96495 -0.58386
H -1.83727 -5.48007 0.12207
C -0.43714 2.82669 0.57521
O -0.33851 1.92822 -0.24904
N 0.32288 2.91749 1.71589
C 0.16045 3.94551 2.70973
C 1.40845 1.84566 1.97206
H -1.24610 3.57209 0.62168
H 0.41448 3.59813 3.71118
H -0.81201 4.41204 2.86711
H 0.84515 4.77433 2.52989
H 1.35957 1.43899 2.98217
H 1.38281 1.01088 1.27164
H 2.39905 2.28336 1.84869
C -1.27133 -0.52175 1.95843
O -0.96742 -1.06828 0.91950
N -2.41701 0.09875 2.12957
C -2.66300 0.87013 3.40695
C -3.26677 0.42905 1.00625
H -0.58426 -0.43310 2.81416
H -3.60579 0.67553 3.91820
H -2.67427 1.94523 3.22768
H -1.86966 0.64889 4.12093
H -2.80414 1.31329 0.56785
H -3.32744 -0.30965 0.20703
H -4.26731 0.62553 1.39149
*
```

A structure of composition C22H38KN4P, computed with wB97M-V/def2-TZVPD.

Properties
E: -2021.4488 hartree
HOMO-LUMO gap: 7.11 eV
Molar mass: 428.6 g mol⁻¹
Relative energy (zero: lowest compared OMol25 entry of this formula, charge and spin): 0.0 kcal per mole

ORCA input file:
```
! RIJCOSX wB97M-V def2-TZVPD def2/J DEFGRID3
* xyz 0 1
K -0.98074 0.15025 -0.43139
C 5.16580 0.95724 1.53598
C 4.22352 1.80492 0.67534
C 3.91276 1.17738 -0.66749
C 4.93195 1.16498 -1.61556
C 4.73052 0.69844 -2.90082
C 3.46171 0.27677 -3.26617
C 2.41398 0.28470 -2.35838
C 1.04097 -0.13233 -2.83104
C 0.70108 -1.59305 -2.51862
C 2.63870 0.68544 -1.02440
N 1.55455 0.67278 -0.14558
C 1.69105 0.17422 1.03976
C 0.71852 0.16367 2.06611
C 0.91329 -0.44203 3.32823
C -0.24956 -0.21648 4.04911
C -1.09837 0.49688 3.18418
N -0.53129 0.74030 1.99823
H 5.39525 1.46581 2.47337
H 6.10173 0.76830 1.00896
H 4.72071 -0.00919 1.77439
H 4.70503 2.76831 0.48888
H 3.30522 2.01010 1.22377
H 5.90421 1.55443 -1.33244
H 5.53919 0.70042 -3.61987
H 3.27425 -0.04889 -4.28369
H 0.99526 0.01063 -3.91245
H 0.29313 0.54166 -2.40543
H 1.38573 -2.25600 -3.04891
H -0.31622 -1.84561 -2.82944
H 0.80400 -1.80809 -1.45205
H 2.62704 -0.32369 1.31764
H 1.80409 -0.95839 3.65514
H -0.46376 -0.51144 5.06465
H -2.09803 0.85569 3.39788
N -4.07210 0.04715 -0.68015
C -4.74029 1.13631 0.04930
C -3.72804 2.20343 0.46418
C -3.28037 3.03959 -0.73454
C -2.01292 3.85244 -0.48623
N -0.85464 2.96857 -0.36914
H -4.71882 -0.41321 -1.30693
H -3.75239 -0.65996 -0.02642
H -5.27577 0.77339 0.93348
H -5.48093 1.59211 -0.61154
H -2.87373 1.70430 0.93379
H -4.17350 2.85578 1.21973
H -4.09464 3.71417 -1.01610
H -3.08966 2.37409 -1.58095
H -2.16038 4.49585 0.39184
H -1.85429 4.50917 -1.34395
H -0.76720 2.57589 0.56731
H 0.00934 3.46041 -0.55433
C -1.51213 -4.53911 -0.96375
P -1.80784 -3.05653 0.08621
C -3.21195 -3.68360 1.09960
C -0.44265 -3.24026 1.30156
H -1.41674 -5.44711 -0.36606
H -0.59285 -4.39372 -1.53314
H -2.33742 -4.65845 -1.66639
H -2.99852 -4.66849 1.51847
H -4.11201 -3.74939 0.48691
H -3.39697 -2.98385 1.91627
H -0.44405 -4.22894 1.76425
H -0.53359 -2.47251 2.07413
H 0.51181 -3.08562 0.79472
*
```

A cluster of 12 separate species, C4H33NO12 in total at a distorted geometry, computed with wB97M-V/def2-TZVPD.

Properties
E: -1129.7332 hartree
HOMO-LUMO gap (spin up / spin down): 2.46 / 8.49 eV
Molar mass: 287.3 g mol⁻¹
Relative energy (zero: lowest compared OMol25 entry of this formula, charge and spin): 0.0 kcal per mole

ORCA input file:
```
! RIJCOSX wB97M-V def2-TZVPD def2/J DEFGRID3
* xyz -1 2
C -2.01918 1.22752 -0.01962
O -1.41723 0.51052 -1.01284
C -2.10033 0.44417 1.33568
C -2.36588 1.53482 2.42338
C -1.43225 2.76885 2.74751
N -0.10192 2.57706 2.20701
H -1.50501 2.13489 0.14400
H -3.02745 1.34849 -0.44447
H -0.44314 0.75717 -1.19788
H -2.96260 -0.26303 1.32839
H -1.26742 -0.18753 1.50794
H -3.45451 1.87786 2.10623
H -2.71715 1.10755 3.34478
H -1.16493 2.79094 3.87021
H -1.71491 3.86528 2.54037
H 0.13085 3.13680 1.39169
H 0.05099 1.53469 1.94082
H -2.46313 -1.85717 -0.17880
H -2.44063 -1.23100 -1.51425
O -2.63055 -2.04001 -1.08165
H 0.89696 4.17235 -0.98015
H 2.15300 3.30588 -0.94343
O 1.25261 3.24835 -0.86945
H -0.07032 -2.87573 0.78673
H -0.40786 -1.43990 1.36131
O -0.74310 -2.38780 1.15950
H -2.48513 0.64869 -2.67397
H -2.14326 2.03271 -2.66170
O -2.55953 1.41461 -3.24368
H 1.67367 -1.11293 0.60031
H 1.42540 0.42665 0.11391
O 1.32393 -0.19912 0.80965
H -1.15088 -3.87145 -0.58296
H -1.74973 -3.72479 -2.01914
O -1.28156 -4.40400 -1.40729
H 0.68619 -3.49093 -1.28625
H 0.78109 -1.80884 -1.32111
O 0.93074 -2.65595 -0.82076
H 2.35069 -2.76631 0.17173
H 2.69449 -3.05992 1.58990
O 3.02247 -2.49115 0.89030
H 4.17777 -0.02850 -1.66344
H 3.75442 0.64355 -0.27987
O 3.46210 0.27546 -1.14474
H 1.84289 0.55285 -1.92973
H 0.63620 1.28984 -2.77850
O 0.88798 0.54137 -2.07493
H 3.61135 1.52963 1.99651
H 3.74001 -0.05834 1.80698
O 3.84980 0.77884 1.48127
*
```

A cluster of 2 separate species, C20H19BO in total at a distorted geometry, computed with wB97M-V/def2-TZVPD.

Properties
E: -873.5045 hartree
HOMO-LUMO gap: 7.88 eV
SMILES: COc1ccc(C2c3ccccc3-c3ccccc32)cc1.B
Molar mass: 286.2 g mol⁻¹
Relative energy (zero: lowest compared OMol25 entry of this formula, charge and spin): 25.9 kcal per mole

ORCA input file:
```
! RIJCOSX wB97M-V def2-TZVPD def2/J DEFGRID3
* xyz 0 1
C -5.74222 -1.74664 0.68861
O -4.53160 -2.45883 0.84994
C -3.38057 -1.71643 0.67570
C -2.16016 -2.31478 1.04702
C -0.98306 -1.63721 0.73458
C -0.95351 -0.39232 0.06722
C 0.40847 0.26558 -0.33353
C 0.61081 1.75493 -0.48516
C 0.21648 2.70898 0.45406
C 0.55768 4.03163 0.25308
C 1.46372 4.32883 -0.76477
C 2.08210 3.32767 -1.53106
C 1.64443 1.99503 -1.43965
C 2.12910 0.67454 -1.96868
C 3.19977 0.30262 -2.80521
C 3.43432 -1.05084 -3.09569
C 2.75030 -2.06520 -2.41757
C 1.81198 -1.70723 -1.44392
C 1.41486 -0.37132 -1.31190
C -2.19423 0.23455 -0.11592
C -3.39359 -0.37852 0.21281
H -6.59869 -2.37136 0.85087
H -5.75151 -0.94202 1.37836
H -5.78052 -1.37350 -0.32949
H -2.17188 -3.27392 1.57611
H -0.03104 -2.07911 1.02320
H 0.88333 0.13546 0.60189
H -0.34344 2.39641 1.32733
H 0.14764 4.80672 0.87194
H 1.73796 5.38359 -0.92951
H 2.95572 3.57381 -2.10003
H 3.90160 1.03126 -3.19030
H 4.19704 -1.33159 -3.83835
H 2.95796 -3.11031 -2.63939
H 1.38625 -2.48263 -0.82763
H -2.22609 1.24948 -0.50489
H -4.36173 0.13633 0.15681
B 2.74422 -1.41834 4.97490
H 2.33348 -0.25534 5.07644
H 1.96760 -2.34337 5.09685
H 3.66701 -1.51661 4.15496
*
```

Q: The lowest E belongs to which entry?
A: C18H22AsBaCl2Se4

Q: Which of these has the highest molar mass?
A: C18H22AsBaCl2Se4

Q: Which of these has the highest E?
A: C20H19BO